1.
The following is a quantum chemistry calculation of 2 unconnected molecules or ions with the total composition C25H23ClNO2, from OMol25.

Computed properties:
Orbital gap in eV: 5.39
Molecular weight in g/mol: 404.917
Charge: +1
HOMO level in eV: -10.562
Electronic energy in hartree: -1631.6436

Each line ends with the Mulliken charge.
CARTESIAN COORDINATES (ANGSTROEM)
C: 5.2105 1.5899 -1.2076  -0.774
O: 4.9155 0.2127 -1.1698  -0.441
C: 3.5671 -0.1133 -1.2852  0.965
C: 3.2090 -1.4541 -1.0747  -0.786
C: 1.9025 -1.8521 -1.1079  -0.633
C: 0.8523 -0.9295 -1.3301  0.808
C: -0.4877 -1.3921 -1.2643  -0.465
C: -1.7002 -0.6666 -1.1729  1.319
C: -2.9282 -1.3634 -1.3158  -0.950
C: -4.1125 -0.6785 -1.2884  1.075
C: -4.1486 0.7207 -1.1055  0.005
O: -5.4352 1.2365 -1.1595  -0.481
C: -6.3282 0.1617 -1.4671  -0.387
C: -5.5189 -1.1499 -1.4555  -0.678
C: -2.9514 1.4055 -0.8875  -1.451
C: -1.7641 0.7260 -0.9150  -1.003
C: 1.2291 0.3988 -1.6402  -0.774
C: 2.5400 0.7921 -1.6063  -0.663
H: 6.2794 1.7236 -1.0348  0.246
H: 4.9586 2.0025 -2.1839  0.345
H: 4.6612 2.1076 -0.4218  0.315
H: 3.9974 -2.1579 -0.8689  0.496
H: 1.6585 -2.8880 -0.9523  0.479
H: -0.6018 -2.4627 -1.2630  0.383
H: -2.9331 -2.4298 -1.4536  0.509
H: -7.1399 0.1784 -0.7293  0.295
H: -6.7646 0.3712 -2.4528  0.288
H: -5.6326 -1.7260 -2.3809  0.328
H: -5.7993 -1.8036 -0.6216  0.272
H: -2.9844 2.4615 -0.6968  0.469
H: -0.8625 1.2582 -0.6800  0.559
H: 0.4863 1.0856 -2.0037  0.795
H: 2.7947 1.8014 -1.8717  0.466
C: 1.7050 -3.0347 2.3026  -1.387
C: 1.3805 -1.5927 2.2671  0.421
C: 0.1453 -1.0326 2.0455  -1.088
C: 0.2943 0.3760 2.1000  1.485
C: 1.6528 0.6402 2.3583  -0.755
N: 2.2986 -0.5833 2.4628  0.125
C: 2.1173 1.9585 2.4590  -0.788
C: 1.2251 2.9807 2.2795  -0.719
C: -0.1313 2.7238 2.0052  0.422
Cl: -1.2047 4.0471 1.6801  -0.223
C: -0.6096 1.4411 1.9361  -1.023
H: 0.8354 -3.6405 2.0452  0.309
H: 2.5024 -3.2689 1.5968  0.300
H: 2.0412 -3.3284 3.2973  0.402
H: -0.7674 -1.5622 1.8368  0.582
H: 3.2975 -0.7003 2.6325  0.240
H: 3.1542 2.1445 2.6737  0.503
H: 1.5455 4.0061 2.3482  0.461
H: -1.6506 1.2592 1.7419  0.805

---

2.
The following is a quantum chemistry calculation of a molecular structure, C25H23CrN8O9P2Se, from OMol25.

Computed properties:
Orbital gap (alpha / beta) in eV: 7.37 / 7.33
Molecular weight in g/mol: 772.410
2S+1: 4
HOMO level (alpha / beta) in eV: -8.767 / -8.842
Electronic energy in hartree: -6210.5695

Each line ends with the Löwdin spin population.
CARTESIAN COORDINATES (ANGSTROEM)
Cr: 0.4298 -0.0345 0.4048  2.870
C: -1.2831 3.9880 -0.6311  0.002
C: -0.4621 2.9729 0.0979  0.020
N: -0.2310 1.7982 -0.3784  -0.023
N: -0.7675 1.5597 -1.6464  0.004
C: -0.3606 0.4196 -2.1160  0.001
O: 0.4413 -0.3917 -1.5003  0.009
C: -0.8870 -0.0253 -3.4303  -0.002
C: -0.2166 -1.0225 -4.1315  0.000
C: -0.7191 -1.4810 -5.3386  0.000
C: -1.9014 -0.9558 -5.8429  0.000
C: -2.5746 0.0361 -5.1423  0.000
C: -2.0673 0.5058 -3.9410  -0.001
C: 0.0954 3.3673 1.4184  0.001
C: -0.5643 4.2713 2.2415  0.003
C: 0.0064 4.5849 3.4658  0.000
C: 1.2093 3.9986 3.8160  0.003
C: 1.7977 3.1121 2.9199  0.000
N: 1.2560 2.8065 1.7503  0.005
H: -1.4834 3.6717 -1.6473  0.000
H: -0.7710 4.9505 -0.6253  0.001
H: -2.2335 4.1239 -0.1080  0.001
H: 0.6981 -1.4291 -3.7206  0.000
H: -0.1890 -2.2493 -5.8866  0.000
H: -2.2982 -1.3181 -6.7826  0.000
H: -3.4981 0.4436 -5.5327  0.000
H: -2.5819 1.2772 -3.3844  0.000
H: -1.5138 4.7010 1.9549  0.000
H: -0.4920 5.2686 4.1398  0.000
H: 1.6874 4.2159 4.7615  0.000
H: 2.7410 2.6240 3.1465  0.000
C: 3.3266 -2.6819 -0.8957  0.000
C: 3.5297 -2.0942 0.4966  0.002
O: 4.6657 -2.6815 1.1077  0.001
P: 2.0699 -2.4538 1.5187  0.004
O: 1.9628 -4.0175 1.7318  -0.001
O: 2.3564 -1.9200 2.9471  0.001
O: 0.7971 -1.9263 0.8969  0.018
P: 3.7254 -0.2528 0.4788  0.010
O: 4.4070 0.0779 -0.9357  0.001
O: 4.6093 0.1102 1.6064  0.001
O: 2.3133 0.2878 0.3949  0.042
H: 3.1753 -3.7626 -0.8405  0.000
H: 4.2233 -2.4981 -1.4840  0.000
H: 2.4768 -2.2144 -1.3960  0.000
H: 5.0250 -2.0114 1.7143  0.000
H: 1.6054 -4.4924 0.9722  0.000
H: 1.8052 -1.1254 3.1966  0.000
H: 5.3217 0.3529 -0.7956  0.000
Se: -2.8172 0.3550 1.3795  0.004
N: -1.6401 -0.5619 0.3885  -0.021
C: -2.3034 -1.4622 -0.3189  0.003
C: -1.7327 -2.4226 -1.2131  -0.002
C: -2.5699 -3.2537 -1.8760  0.005
C: -3.9957 -3.2075 -1.7065  -0.002
C: -4.5757 -2.3257 -0.8633  0.003
C: -3.7371 -1.4198 -0.1384  -0.001
N: -4.1888 -0.5120 0.7050  0.014
H: -0.6627 -2.4460 -1.3480  0.000
H: -2.1591 -3.9792 -2.5664  0.000
H: -4.6058 -3.9007 -2.2701  0.000
H: -5.6452 -2.2736 -0.7151  0.000
O: -0.0671 0.4175 2.2904  -0.002
N: 0.5925 0.0944 3.3535  -0.003
C: 0.1547 0.5870 4.4723  0.014
C: 0.8584 0.2834 5.6798  0.002
N: 1.4060 0.0509 6.6622  0.007
C: -1.0156 1.4168 4.5146  0.002
N: -1.9581 2.0731 4.5244  0.006

---

3.
The following is a quantum chemistry calculation of 4 unconnected molecules or ions with the total composition C25H23F24NO5, from OMol25.

Computed properties:
SMILES: FC(F)C(F)(F)COC(F)(F)C(F)F.FC(F)C(F)(F)COC(F)(F)C(F)F.FC(F)C(F)(F)COC(F)(F)C(F)F.C=CN(Cc1ccccc1)C(=O)O
Orbital gap in eV: 7.50
Molecular weight in g/mol: 873.413
HOMO level in eV: -8.342
Electronic energy in hartree: -3793.6491

Each line ends with the Mulliken charge.
CARTESIAN COORDINATES (ANGSTROEM)
F: -7.4785 0.0748 -4.1983  -0.191
C: -6.9664 0.7423 -5.2600  0.068
F: -6.7126 -0.1957 -6.2119  -0.279
C: -5.6933 1.4995 -4.9016  0.904
F: -4.7069 0.6507 -4.5058  -0.256
F: -5.2242 2.1081 -6.0364  -0.336
C: -5.8730 2.5959 -3.8413  -0.714
O: -5.5097 2.2367 -2.5068  -0.384
C: -6.5335 1.5976 -1.7442  0.597
F: -7.6967 1.6300 -2.4363  -0.276
F: -6.7257 2.3875 -0.6525  -0.299
C: -6.1430 0.1827 -1.3000  0.819
F: -5.9128 -0.6247 -2.3670  -0.293
F: -7.1407 -0.3982 -0.5819  -0.288
H: -7.7325 1.4140 -5.6543  0.272
H: -5.1742 3.3999 -4.1027  0.413
H: -6.8611 3.0694 -3.8863  0.323
H: -5.2386 0.1984 -0.6857  -0.109
F: 0.5005 1.3047 0.6479  -0.256
C: 0.1136 0.4319 1.6091  0.111
F: -0.9487 1.0046 2.2367  -0.236
C: 1.2311 0.1425 2.6041  0.839
F: 1.6021 1.2670 3.2733  -0.302
F: 0.7430 -0.7116 3.5584  -0.292
C: 2.4771 -0.5202 1.9983  -0.787
O: 3.5663 0.3561 1.7023  -0.404
C: 3.5143 0.9874 0.4229  0.722
F: 2.4936 0.4637 -0.2961  -0.256
F: 4.6547 0.6122 -0.2185  -0.276
C: 3.4518 2.5165 0.5209  0.227
F: 2.3397 2.9245 1.1843  -0.220
F: 3.3979 3.0847 -0.7132  -0.257
H: -0.2404 -0.4834 1.1293  0.326
H: 2.8760 -1.1945 2.7660  0.452
H: 2.2376 -1.1795 1.1555  0.342
H: 4.3245 2.9134 1.0466  0.235
F: 9.7466 2.2791 -2.1530  -0.220
C: 8.9285 2.7304 -1.1721  0.112
F: 9.3528 3.9875 -0.8722  -0.279
C: 8.9717 1.8413 0.0649  0.844
F: 10.2140 1.8228 0.6184  -0.278
F: 8.1516 2.3912 1.0153  -0.311
C: 8.4973 0.3984 -0.1622  -0.649
O: 9.5280 -0.5725 -0.3552  -0.420
C: 9.9909 -0.7155 -1.6981  0.745
F: 9.2041 0.0123 -2.5253  -0.265
F: 9.7725 -2.0187 -2.0250  -0.294
C: 11.4808 -0.3845 -1.8477  0.198
F: 11.7389 0.9019 -1.4986  -0.213
F: 11.8868 -0.5256 -3.1376  -0.252
H: 7.9145 2.8105 -1.5707  0.271
H: 8.0020 0.0836 0.7645  0.411
H: 7.7145 0.3263 -0.9267  0.370
H: 12.0939 -1.0357 -1.2188  0.234
C: -5.7900 -4.3132 0.1558  -0.621
C: -5.5038 -2.9437 -0.3536  -0.334
N: -4.8117 -1.8268 0.3975  0.744
C: -5.4868 -1.4928 1.7097  -0.583
C: -4.4259 -1.5663 2.9770  0.259
C: -4.3058 -3.0134 3.7534  -0.271
C: -3.2189 -3.1273 4.9910  -0.442
C: -2.3321 -1.7990 5.3733  -0.358
C: -2.4811 -0.3182 4.6211  -0.497
C: -3.5674 -0.2043 3.3743  -0.207
C: -3.3321 -2.1071 0.5500  0.149
O: -2.7989 -3.3283 0.8284  -0.530
O: -2.3193 -1.0149 0.3938  -0.359
H: -6.5865 -4.5958 0.9653  0.279
H: -5.1374 -5.1935 -0.3173  0.211
H: -5.8099 -2.7297 -1.4842  0.199
H: -6.3999 -2.1708 1.9855  0.385
H: -5.8695 -0.3700 1.6796  0.211
H: -4.9937 -3.8996 3.3822  0.238
H: -3.1183 -4.1596 5.5331  0.297
H: -1.5518 -1.9047 6.2424  0.293
H: -1.8364 0.6152 4.9137  0.326
H: -3.7755 0.7606 2.7452  0.363
H: -2.7479 -0.1182 0.5281  0.304

---

4.
The following is a quantum chemistry calculation of a molecular structure, C25H23F5IrN2O6Te, from OMol25.

Computed properties:
Orbital gap (alpha / beta) in eV: 5.73 / 5.51
Molecular weight in g/mol: 862.274
2S+1: 2
HOMO level (alpha / beta) in eV: -8.396 / -8.326
Electronic energy in hartree: -2398.8701

Each line ends with the Löwdin spin population.
CARTESIAN COORDINATES (ANGSTROEM)
Ir: -0.0240 -0.1042 0.0282  0.552
O: -0.2693 1.5704 1.4243  0.041
C: -1.3504 1.8087 2.0312  0.003
C: -1.9271 3.1136 1.9517  0.003
C: -3.0167 3.4595 2.7006  0.001
C: -3.6108 2.5332 3.5656  0.003
C: -3.1200 1.2504 3.6327  0.000
C: -2.0176 0.8444 2.8709  0.003
C: -1.6011 -0.5189 2.9180  0.000
N: -0.7461 -1.0677 2.1382  -0.022
C: -0.4165 -2.4644 2.3014  0.000
C: 0.5821 -2.8933 1.2102  0.001
N: 0.1171 -2.3331 -0.0182  0.021
C: 0.1579 -2.8882 -1.1750  0.005
C: -0.5664 -2.3646 -2.2878  0.025
C: -0.3185 -2.8058 -3.5859  0.000
C: -1.0329 -2.3144 -4.6586  0.034
C: -2.0545 -1.3777 -4.4499  -0.004
C: -2.3605 -0.9442 -3.1905  0.034
C: -1.6294 -1.3976 -2.0450  0.000
O: -1.9420 -1.0186 -0.8821  0.100
H: -1.4522 3.8032 1.2729  0.000
H: -3.4288 4.4548 2.6215  0.000
H: -4.4623 2.8215 4.1637  0.000
H: -3.6016 0.5252 4.2738  0.000
H: -2.0951 -1.1261 3.6870  -0.002
H: -1.3237 -3.0756 2.2183  -0.001
H: 0.0276 -2.6282 3.2906  0.000
H: 0.6615 -3.9860 1.1607  -0.001
H: 1.5594 -2.4652 1.4522  0.001
H: 0.7298 -3.8073 -1.3361  0.001
H: 0.4801 -3.5167 -3.7491  -0.001
H: -0.7868 -2.6278 -5.6616  0.002
H: -2.5778 -0.9662 -5.2994  -0.001
H: -3.1173 -0.1959 -3.0158  0.001
C: 4.7499 2.2211 -4.8354  0.000
O: 5.5211 1.9335 -3.6813  0.000
C: 4.8978 1.4894 -2.5852  0.000
C: 5.7029 1.2975 -1.4419  0.000
C: 5.1491 0.8339 -0.2828  0.000
C: 3.7741 0.5544 -0.1482  0.000
C: 3.2096 0.0443 1.0750  0.000
C: 4.0515 -0.1254 2.3254  0.000
O: 2.0378 -0.3336 1.2079  0.003
C: 2.9512 0.7841 -1.3057  0.007
O: 1.6664 0.6321 -1.3127  0.072
C: 3.5529 1.1970 -2.5015  0.004
H: 5.4314 2.7042 -5.5336  0.000
H: 3.9211 2.8909 -4.6004  0.000
H: 4.3545 1.3052 -5.2808  0.000
H: 6.7560 1.5170 -1.5182  0.000
H: 5.8075 0.6772 0.5550  0.000
H: 5.0772 0.2016 2.2398  0.000
H: 4.0321 -1.1788 2.6037  0.000
H: 3.5639 0.4324 3.1225  0.000
H: 2.9012 1.2890 -3.3507  0.000
F: -1.0204 1.4995 -4.1006  0.005
Te: 0.2899 1.7892 -2.6639  0.004
F: -0.4976 3.5516 -2.9325  0.006
F: 0.7818 0.0281 -3.5117  -0.001
F: 1.5340 3.0580 -1.7903  -0.002
F: 1.3729 2.3561 -4.2047  0.000
O: -0.8937 1.3814 -1.4082  0.101